DFT (ωB97M-V/def2-TZVPD) results for a 2-piece molecular cluster, C6H13NO overall.

HOMO level, eV: -7.81
Orbital gap, eV: 8.51
ΔE to the lowest compared entry with this formula, charge and spin, eV: 2.786
Max |F|, eV/Å: 2.562

Last column: natural (NBO) charge in e.
Element x y z (Å)
C1 0.5019 -2.7078 2.0827  -0.409
C2 -0.5145 -2.0460 1.5369  -0.197
C3 -0.4416 -0.6741 1.0253  -0.333
C4 -0.7350 -0.3387 -0.2482  0.209
C5 -1.6269 -1.1198 -1.1232  -0.680
N1 0.0511 0.6052 -0.9204  -0.594
C6 -0.6520 1.7002 -1.6218  -0.430
H1 0.4557 -3.7295 2.4312  0.198
H2 1.5017 -2.2784 2.0702  0.184
H3 -1.4385 -2.6198 1.4525  0.195
H4 0.0275 0.0249 1.7127  0.207
H5 -2.1756 -1.9774 -0.7292  0.234
H6 -2.5304 -0.5880 -1.4769  0.224
H7 -1.2132 -1.4065 -2.0954  0.226
H8 0.6883 1.0590 -0.2815  0.374
H9 -0.7789 2.5087 -0.9049  0.189
H10 -1.6665 1.5268 -1.9808  0.207
H11 -0.1061 2.0651 -2.4928  0.194
O1 2.7327 3.3064 -0.1270  -0.933
H12 2.5536 2.8175 -0.9435  0.465
H13 3.6641 3.0985 0.0113  0.469

Forces on atoms 1 to 6 (eV/Å):
C 0.6838 0.3843 -0.3514
C -0.9038 -0.8650 0.3189
C 0.0061 -0.1112 0.0532
C 0.9456 -0.6265 0.4030
C -1.9549 -0.5515 -1.5619
N -1.1661 1.0670 -0.3093